# 1
Below is a structure of composition C3H2CoO3, with properties calculated with ωB97M-V/def2-TZVPD.

LUMO energy (alpha / beta)   -6.38 / -6.87 eV
Maximum force   3.95 eV/A
Electronic energy   -1723.5246 a.u.
Relative energy (zero: lowest compared OMol25 entry of this formula, charge and spin)   312.91 kJ/mol

ORCA input file:
```
! RIJCOSX wB97M-V def2-TZVPD def2/J DEFGRID3
* xyz 1 5
O 0.94912 -1.39982 2.26966
H 0.30188 1.76606 0.33200
O -0.43922 1.14875 -1.48844
H -1.19539 0.39467 0.64416
C 0.78695 -0.67253 1.37994
C -0.28427 1.00080 -0.20728
C -0.05306 -0.45002 0.20655
Co -0.04588 -0.45357 -2.38581
O -0.02014 -1.33434 -0.75078
*
```

The molecule's Mulliken atomic charges, reported in e, are given here:
1. O -0.204
2. H 0.411
3. O -0.677
4. H 0.252
5. C 0.223
6. C 0.047
7. C 0.733
8. Co 0.949
9. O -0.732



# 2
Below is a structure of composition C26H34AuClN3O7P, with properties calculated with ωB97M-V/def2-TZVPD.

LUMO energy (alpha / beta)   -6.23 / -9.86 eV
Maximum force   0.08 eV/A
Electronic energy   -2638.7604 a.u.
Relative energy (zero: lowest compared OMol25 entry of this formula, charge and spin)   0.00 kJ/mol

ORCA input file:
```
! RIJCOSX wB97M-V def2-TZVPD def2/J DEFGRID3
* xyz 2 3
C 4.72957 -0.54866 3.67423
H -1.40182 4.90296 -1.46992
H -3.67050 -1.95480 -4.25030
H -1.89725 2.89844 3.89504
H -5.95752 -2.20503 0.92635
Au -0.15815 -1.11429 0.65423
O 1.76533 1.48556 -0.35049
H -2.50635 3.54520 -1.28111
C 2.40396 -1.22014 2.45306
H -1.11868 0.92906 2.57413
H 3.67859 3.81629 1.17640
O -0.56758 1.62154 -1.21232
H 1.95661 3.96196 0.81624
H 3.23328 -0.71213 4.88749
C -2.38406 -1.24217 -1.94741
C 2.11479 -3.17049 -1.03497
H -1.37289 3.96001 0.01850
H 3.13856 3.78626 -0.50366
N -3.14937 -0.38020 -2.94135
C -3.01750 -1.44264 -0.59489
H 0.56172 3.36578 -1.46187
C 3.15066 -2.23297 -0.74359
C -4.36502 -1.76309 -0.42965
C 4.30156 -1.33133 1.30599
H -2.18050 -2.18418 -2.45972
C -1.05232 2.99004 3.21305
H -2.12307 -1.53021 2.68750
H -4.54653 0.56657 -1.67163
H -1.06555 3.99026 2.78121
C -3.71818 0.85059 -2.31258
C 2.10186 -3.79208 -2.25043
H -0.13678 2.86403 3.78977
N 2.04915 -1.61986 1.25498
C -1.49778 3.89641 -1.06138
C 4.05779 -2.50739 -2.95598
H -2.93581 1.31635 -1.71967
C 3.07402 -3.47406 -3.21520
H -1.44153 -0.71870 -1.79955
C -4.15169 -1.09768 -3.78645
C 4.11064 -1.88936 -1.73782
C -0.44414 3.01435 -1.68414
H -4.50749 -0.41063 -4.55043
H -2.43114 -0.06304 -3.59188
H -0.54898 2.94899 -2.76519
H -4.51157 -2.04377 2.93713
O -0.00262 2.08942 1.25086
C 1.30546 -1.03486 3.51209
H 3.06259 -3.97963 -4.17197
C -1.15964 1.93128 2.14837
H -5.02309 -1.87389 -1.27950
H 1.36574 -4.55585 -2.45920
C 2.88375 3.47884 0.51037
H 3.69171 1.48702 0.31192
Cl 5.88302 -1.44894 0.75326
H 2.48633 1.66170 1.60627
C -4.09962 -1.87992 1.95046
C 3.83125 -1.02168 2.54266
C -4.90692 -1.96818 0.82852
O 5.86259 -0.26175 3.39766
C -2.75085 -1.58881 1.80611
N 3.19862 -1.70160 0.50986
H 1.41687 -3.44461 -0.25753
C 2.76447 1.97986 0.60091
H 4.83668 -1.11717 -1.54493
H 4.77168 -2.24568 -3.72434
H -4.98498 -1.42320 -3.17736
O 0.14184 -1.05754 3.06281
H -2.06391 2.04254 1.54736
H -4.06116 1.51528 -3.10195
O 1.69730 -0.90489 4.67093
P 0.27405 1.12275 0.03741
C -2.20217 -1.38180 0.54012
O 4.21267 -0.48042 4.86714
*
```

The molecule's Mulliken atomic charges, reported in e, are given here:
1. C 0.520
2. H 0.450
3. H 0.348
4. H 0.419
5. H 0.443
6. Au 0.609
7. O -0.343
8. H 0.245
9. C 0.125
10. H 0.157
11. H 0.468
12. O -0.355
13. H 0.271
14. H 0.439
15. C -0.956
16. C -0.204
17. H 0.081
18. H 0.355
19. N 0.027
20. C 1.329
21. H 0.311
22. C 0.827
23. C -0.362
24. C -0.112
25. H 0.315
26. C -1.423
27. H 0.542
28. H 0.419
29. H 0.335
30. C -0.697
31. C -0.944
32. H 0.331
33. N -0.729
34. C -0.845
35. C -0.967
36. H 0.031
37. C -0.335
38. H 0.212
39. C -0.762
40. C -0.348
41. C -0.225
42. H 0.388
43. H 0.323
44. H 0.345
45. H 0.485
46. O -0.220
47. C 0.656
48. H 0.452
49. C 0.067
50. H 0.211
51. H 0.490
52. C -1.527
53. H 0.345
54. Cl -0.053
55. H 0.194
56. C -0.809
57. C 0.268
58. C -0.943
59. O -0.554
60. C -0.358
61. N 0.589
62. H 0.735
63. C 0.091
64. H 0.436
65. H 0.447
66. H 0.354
67. O -0.423
68. H 0.305
69. H 0.433
70. O -0.811
71. P 0.437
72. C 0.160
73. O -0.519



# 3
Below is the molecule C9H13ClNP, with properties calculated with ωB97M-V/def2-TZVPD.

LUMO energy   0.85 eV
SMILES   CCN(C)P(Cl)c1ccccc1
Maximum force   4.69 eV/A
Electronic energy   -1207.0162 a.u.
Relative energy (zero: lowest compared OMol25 entry of this formula, charge and spin)   0.00 kJ/mol

ORCA input file:
```
! RIJCOSX wB97M-V def2-TZVPD def2/J DEFGRID3
* xyz 0 1
H -1.84012 -2.85233 -0.05556
H 1.78978 -0.18267 -0.36892
H 0.79645 2.42574 -2.64261
C 1.65659 0.55576 -1.20773
C -0.42576 -0.22109 1.44782
H 2.74443 1.76627 0.15211
H 1.87572 -0.00285 -2.03093
C -0.57892 -0.59351 2.75634
C -0.90046 -1.05392 0.47405
H 3.57489 1.53953 -1.37181
H -0.23557 -0.02374 3.58974
H -1.60398 -2.04996 4.04731
C -1.87130 -2.49857 2.06374
C -1.56159 -2.19989 0.73129
H -0.98717 2.22058 -2.23235
H -0.22147 1.03342 -3.40915
H -2.49211 -3.41277 2.41853
P -0.68551 -0.60076 -1.29320
C -0.04929 1.65798 -2.56758
H 2.07430 2.67028 -1.27872
C -1.30032 -1.73931 3.06908
H 0.00895 0.74306 1.21969
N 0.21935 0.90747 -1.23188
C 2.54880 1.71112 -0.89831
Cl -2.53570 0.20016 -1.38098
*
```

The molecule's Mulliken atomic charges, reported in e, are given here:
1. H 0.399
2. H 0.421
3. H 0.310
4. C -0.860
5. C -0.147
6. H 0.299
7. H 0.662
8. C -0.572
9. C 0.523
10. H 0.268
11. H 0.381
12. H 0.361
13. C -0.426
14. C -0.455
15. H 0.365
16. H 0.324
17. H 0.242
18. P -0.166
19. C -0.930
20. H 0.242
21. C -0.427
22. H 0.470
23. N -0.124
24. C -0.928
25. Cl -0.232



# 4
Below is a cluster of 2 separate species, C2HBrN2O in total, with properties calculated with ωB97M-V/def2-TZVPD.

LUMO energy   -0.22 eV
SMILES   [O-][N+]#CBr.C#N
Maximum force   4.59 eV/A
Electronic energy   -2835.4111 a.u.
Relative energy (zero: lowest compared OMol25 entry of this formula, charge and spin)   338.80 kJ/mol

ORCA input file:
```
! RIJCOSX wB97M-V def2-TZVPD def2/J DEFGRID3
* xyz 0 1
N -0.60591 -1.00404 -1.30286
C -0.13442 0.88119 0.99670
O 0.58472 -0.69006 2.52621
Br -1.37247 1.88506 0.13072
C 0.26319 -0.60110 -1.95494
H 1.24017 -0.52741 -2.17362
N 0.02472 0.05634 1.77780
*
```

The molecule's Mulliken atomic charges, reported in e, are given here:
1. N -0.353
2. C -0.056
3. O -0.595
4. Br 0.038
5. C 0.064
6. H 0.314
7. N 0.589



# 5
Below is the molecule C3H4N2O2, with properties calculated with ωB97M-V/def2-TZVPD.

LUMO energy   0.67 eV
SMILES   Nc1coc(=O)[nH]1
Maximum force   1.02 eV/A
Electronic energy   -376.6993 a.u.
Relative energy (zero: lowest compared OMol25 entry of this formula, charge and spin)   169.36 kJ/mol

ORCA input file:
```
! RIJCOSX wB97M-V def2-TZVPD def2/J DEFGRID3
* xyz 0 1
C 0.68735 0.01975 0.99056
H 0.57549 2.44064 -0.13986
C -0.15245 -1.73656 -0.07259
O 0.55420 -1.37035 1.02892
N -0.14106 1.82531 -0.50708
C 0.00134 0.52330 -0.03539
H 1.26943 0.47211 1.77466
N -0.66156 -0.55892 -0.68591
H -0.14294 1.88075 -1.51945
H -1.63927 -0.63345 -0.40642
O -0.35053 -2.86258 -0.42744
*
```

The molecule's Mulliken atomic charges, reported in e, are given here:
1. C -0.335
2. H 0.255
3. C 0.486
4. O -0.319
5. N -0.509
6. C 0.331
7. H 0.396
8. N -0.326
9. H 0.269
10. H 0.277
11. O -0.524



# 6
Below is a structure of composition C4H5NO2, with properties calculated with ωB97M-V/def2-TZVPD.

LUMO energy   -0.14 eV
Maximum force   4.45 eV/A
Electronic energy   -360.5039 a.u.
Relative energy (zero: lowest compared OMol25 entry of this formula, charge and spin)   434.56 kJ/mol

ORCA input file:
```
! RIJCOSX wB97M-V def2-TZVPD def2/J DEFGRID3
* xyz 0 1
C -0.25904 1.34358 0.07240
O -1.34945 -1.28207 -0.96176
H -0.32702 2.30931 0.56498
C 0.57888 0.28100 0.61320
H -0.83668 1.25513 -0.84190
H -1.66980 -2.00310 0.69403
O 1.97121 0.45150 -1.12023
H 1.28094 -1.22034 -1.16668
C -1.22347 -1.12899 0.23998
C 1.21540 -0.32540 -0.55959
N -0.66071 -0.19455 1.05702
H 1.27975 0.51392 1.40855
*
```

The molecule's Mulliken atomic charges, reported in e, are given here:
1. C -0.594
2. O -0.482
3. H 0.262
4. C 0.340
5. H 0.295
6. H 0.447
7. O -0.472
8. H 0.461
9. C 0.047
10. C -0.182
11. N -0.514
12. H 0.394



Question: The lowest maximum force belongs to which entry?
Answer: C26H34AuClN3O7P